No. 1
Density functional theory data (the ωB97M-V functional and the def2-TZVPD basis) for 2 unconnected molecules or ions with the total composition C45H44NSi.

```
! wB97M-V def2-TZVPD RIJCOSX def2/J DEFGRID3
* xyz 1 1
C -4.7838 -3.4749 2.8694
C -3.4203 -3.0175 2.4985
C -3.2226 -1.7904 1.8484
C -1.9554 -1.3448 1.4964
C -0.7995 -2.1385 1.8123
C 0.5494 -1.6329 1.6395
C 1.6556 -2.3838 2.2673
C 2.6177 -1.6947 3.0439
C 3.8574 -2.2681 3.2424
C 4.1378 -3.5517 2.7568
C 5.5038 -4.1493 2.8914
C 3.1296 -4.2902 2.1153
C 1.8978 -3.7194 1.8569
C -1.0348 -3.3570 2.5142
C -2.3106 -3.7780 2.8447
H -4.8137 -4.5588 2.9527
H -5.0916 -3.0405 3.8262
H -5.5089 -3.1667 2.1212
H -4.0866 -1.1521 1.6429
H -1.8020 -0.3701 1.0304
H 0.5983 -0.5190 1.7219
H 2.4010 -0.6744 3.3890
H 4.6437 -1.7140 3.7694
H 5.4455 -5.2421 2.9251
H 6.1597 -3.8971 2.0471
H 5.9989 -3.7754 3.7929
H 3.3361 -5.3201 1.7941
H 1.1547 -4.2677 1.2625
H -0.1852 -3.9389 2.8760
H -2.4224 -4.7052 3.4057
C -1.6311 -0.6476 -4.2712
C -2.2617 -0.8106 -3.0339
C -2.1356 0.1673 -2.0429
C -1.3318 1.3030 -2.2665
Si -1.0438 2.5769 -0.9324
C -0.5301 4.1538 -1.7242
C -1.4600 5.1814 -1.9081
C -1.0755 6.3792 -2.5235
C 0.2472 6.5625 -2.9502
C 1.1793 5.5351 -2.7639
C 0.7924 4.3332 -2.1602
C -2.6793 2.6988 -0.0470
C -3.8510 2.6655 -0.8204
C -5.1036 2.6760 -0.2044
C -5.2041 2.7015 1.1886
C -4.0373 2.7547 1.9592
C -2.7769 2.7729 1.3512
C 0.2221 2.1541 0.3999
C 0.9069 3.3487 1.0993
C 2.4147 3.1116 0.9971
C 2.6064 1.6460 0.5423
N 1.3044 1.3056 -0.0483
C 1.0146 0.0629 -0.5089
C 1.6321 -1.1209 -0.0871
C 2.0358 -2.0909 -1.1359
C 3.2220 -2.8446 -1.0558
C 3.5156 -3.8129 -2.0041
C 2.6814 -3.9874 -3.1160
C 1.5742 -3.1553 -3.2700
C 1.2642 -2.1998 -2.3083
C -0.6760 1.4434 -3.5005
C -0.8311 0.4741 -4.4939
H -1.7710 -1.3922 -5.0624
H -2.8620 -1.7000 -2.8332
H -2.6481 0.0359 -1.0861
H -2.4878 5.0488 -1.5667
H -1.8109 7.1750 -2.6717
H 0.5490 7.5030 -3.4322
H 2.2182 5.6635 -3.0914
H 1.5319 3.5385 -2.0385
H -3.7809 2.6127 -1.9080
H -6.0024 2.6568 -0.8218
H -6.1844 2.6873 1.6724
H -4.0986 2.7872 3.0483
H -1.8747 2.8272 1.9668
H -0.4191 1.6260 1.1347
H 0.6164 4.3079 0.6477
H 0.5681 3.3550 2.1459
H 2.8800 3.7768 0.2485
H 2.9177 3.2706 1.9631
H 3.3863 1.5263 -0.2155
H 2.8809 0.9816 1.3926
H 0.0817 -0.0140 -1.0747
H 2.3977 -1.0310 0.6752
H 3.8969 -2.6728 -0.1937
H 4.4327 -4.4166 -1.9008
H 2.9458 -4.7233 -3.8871
H 0.9586 -3.2212 -4.1658
H 0.4139 -1.5352 -2.4292
H -0.0447 2.3160 -3.6770
H -0.3255 0.6054 -5.4539
*
```

Results
Highest occupied orbital energy: -10.479 eV
Maximum force: 3.30 eV Å⁻¹
Energy above the lowest of the compared OMol25 structures with the same formula, charge and spin: 0.664 eV
HOMO-LUMO gap: 6.4635 eV
Molecular weight: 626.9 u
E_tot: -2085.1600 Ha

No. 2
Density functional theory data (the ωB97M-V functional and the def2-TZVPD basis) for 2 unconnected molecules or ions with the total composition C4H11OS2.

```
! wB97M-V def2-TZVPD RIJCOSX def2/J DEFGRID3
* xyz -1 1
C 0.8566 3.0143 0.8396
O 0.6083 1.7787 0.3035
C 1.4320 3.9741 -0.2159
H 1.5875 2.9358 1.6832
H -0.0671 3.4726 1.2478
H 1.6319 4.9627 0.2386
H 0.6782 4.2032 -0.9741
H 2.3335 3.5725 -0.6737
C -0.3108 -0.2000 -1.6666
S -0.2893 -1.9770 -1.1963
S -1.2222 -1.9293 0.6283
C 0.0887 -1.3409 1.7298
H -1.3052 0.1281 -1.9653
H 0.0738 0.3997 -0.8242
H 0.3426 -0.1072 -2.5372
H 0.3995 -0.3114 1.4590
H -0.3313 -1.3149 2.7367
H 0.9336 -2.0267 1.6676
*
```

Results
Highest occupied orbital energy: -2.840 eV
Maximum force: 1.43 eV Å⁻¹
Energy above the lowest of the compared OMol25 structures with the same formula, charge and spin: 1.528 eV
HOMO-LUMO gap: 6.1482 eV
Molecular weight: 139.3 u
E_tot: -1030.6113 Ha

No. 3
Density functional theory data (the ωB97M-V functional and the def2-TZVPD basis) for 6 unconnected molecules or ions with the total composition C24H51BN6O10PS.

```
! wB97M-V def2-TZVPD RIJCOSX def2/J DEFGRID3
* xyz 1 1
C -1.0999 0.2394 -1.6225
C -2.0621 0.7176 -2.9023
C -3.3006 1.5803 -2.2108
C -2.9231 3.0244 -1.4561
C -4.1121 3.9299 -0.7053
C -3.7057 5.3242 0.0564
P -1.8344 5.6722 0.1814
O -0.9802 4.4633 0.7960
O -1.6120 7.0235 1.3124
O -1.2280 6.0872 -1.4233
N -5.5722 3.4303 -0.7375
C -6.7386 4.1641 -0.0990
B -7.9289 4.6017 -1.1644
O -9.1607 3.7359 -1.1610
O -7.8675 5.7555 -2.0946
C -5.9399 2.0947 -1.4190
C -4.8739 1.1216 -2.1949
S -5.4077 -0.4599 -3.0434
H -1.6694 0.4588 -0.6229
H -0.0864 0.8292 -1.6200
H -0.8791 -0.9117 -1.7201
H -2.4803 -0.2516 -3.4114
H -1.4100 1.3596 -3.6511
H -1.7963 3.3332 -1.5095
H -4.2695 6.2155 -0.4563
H -4.1139 5.2663 1.1750
H -1.3770 6.6270 2.2126
H -0.6654 5.3065 -1.7575
H -6.4475 5.1211 0.5061
H -7.2163 3.4105 0.6945
H -9.0368 2.9635 -1.8054
H -7.1996 6.4135 -1.7049
H -7.0746 1.7260 -1.3957
H -4.6862 -0.4798 -4.2661
C -0.3737 -3.2573 0.6411
C -1.6923 -2.9829 -0.0268
O -1.7721 -2.6066 -1.1913
N -2.8265 -3.1664 0.7094
C -2.9302 -3.6011 2.0829
H 0.4425 -3.0695 -0.0633
H -0.2454 -2.5949 1.5024
H -0.3240 -4.3043 0.9554
H -3.6787 -2.9640 0.1995
H -3.5250 -4.5183 2.1044
H -3.4470 -2.8206 2.6477
H -1.9564 -3.7904 2.5341
C 4.7263 6.1731 -0.8589
C 3.4077 6.4475 -1.5268
O 3.3279 6.8239 -2.6913
N 2.2735 6.2641 -0.7906
C 2.1698 5.8293 0.5829
H 5.5425 6.3610 -1.5633
H 4.8546 6.8356 0.0024
H 4.7760 5.1262 -0.5446
H 1.4213 6.4665 -1.3005
H 1.5750 4.9121 0.6044
H 1.6530 6.6098 1.1477
H 3.1436 5.6401 1.0341
C 4.4263 -5.0614 2.8756
C 3.1077 -4.7870 2.2077
O 3.0279 -4.4106 1.0432
N 1.9735 -4.9704 2.9439
C 1.8698 -5.4052 4.3173
H 5.2425 -4.8735 2.1711
H 4.5546 -4.3989 3.7368
H 4.4760 -6.1083 3.1899
H 1.1213 -4.7680 2.4340
H 1.2750 -6.3223 4.3389
H 1.3530 -4.6247 4.8822
H 2.8436 -5.5944 4.7686
C -0.4134 -7.1893 -0.6548
C 0.3774 -7.2567 0.6220
O 0.3641 -6.3523 1.4504
N 1.1288 -8.3738 0.8445
C 1.2685 -9.5314 -0.0079
H -0.9637 -6.2443 -0.6982
H 0.2606 -7.2358 -1.5154
H -1.1353 -8.0108 -0.6918
H 1.6356 -8.3540 1.7220
H 0.9399 -10.4090 0.5553
H 2.3263 -9.6394 -0.2627
H 0.6823 -9.4477 -0.9227
C 6.2701 0.9421 0.9375
C 6.3874 2.1888 0.1056
O 6.2570 3.3109 0.5833
N 6.6484 2.0408 -1.2255
C 6.8320 0.8113 -1.9607
H 6.0609 1.2112 1.9775
H 5.4470 0.3225 0.5693
H 7.2101 0.3828 0.9083
H 6.7146 2.9195 -1.7264
H 7.8272 0.8316 -2.4129
H 6.0761 0.7716 -2.7497
H 6.7403 -0.0703 -1.3266
*
```

Results
Highest occupied orbital energy: -10.372 eV
Maximum force: 6.01 eV Å⁻¹
HOMO-LUMO gap: 5.6880 eV
Molecular weight: 657.6 u
E_tot: -2790.0340 Ha

No. 4
Density functional theory data (the ωB97M-V functional and the def2-TZVPD basis) for a gas-phase ion, C3H5NO2S (charge -2).

```
! wB97M-V def2-TZVPD RIJCOSX def2/J DEFGRID3
* xyz -2 1
O 1.3905 1.1993 1.7168
C 0.2732 0.8593 1.2663
O -0.8299 1.4066 1.5163
C 0.3068 -0.3434 0.2880
C 0.3305 0.2684 -1.1678
S 0.1881 -0.8844 -2.5463
N -0.8436 -1.2483 0.4375
H 1.2162 -0.9274 0.4169
H -0.5173 0.9572 -1.1653
H 1.2438 0.8743 -1.1430
H -1.1827 -1.4656 -0.4895
H -1.5757 -0.6958 0.8699
*
```

Results
Highest occupied orbital energy: 0.639 eV
Maximum force: 1.51 eV Å⁻¹
Energy above the lowest of the compared OMol25 structures with the same formula, charge and spin: 0.405 eV
SMILES string: N[C@@H](C[S-])C(=O)[O-]
HOMO-LUMO gap: 5.5775 eV
Molecular weight: 119.1 u
E_tot: -720.7317 Ha

No. 5
Density functional theory data (the ωB97M-V functional and the def2-TZVPD basis) for a molecular structure, C5H4O2Yb.

```
! wB97M-V def2-TZVPD RIJCOSX def2/J DEFGRID3
* xyz 2 1
O -1.7241 0.5505 0.9502
C -1.0729 -0.5712 0.4400
H -2.1807 1.0350 0.2532
H -1.1344 0.7707 -2.4441
H -1.5905 -1.4634 0.8192
C -0.8056 -0.7384 -0.9967
C 0.4291 -0.6460 0.9563
H 0.6733 -1.3637 1.7435
C -0.6173 -0.1793 -2.0745
C 1.3474 0.1862 0.5413
O 2.2456 0.9467 0.3778
Yb 4.4301 1.4728 -0.5663
*
```

Results
Highest occupied orbital energy: -16.057 eV
Maximum force: 3.07 eV Å⁻¹
Energy above the lowest of the compared OMol25 structures with the same formula, charge and spin: 3.828 eV
HOMO-LUMO gap: 5.3599 eV
Molecular weight: 269.1 u
E_tot: -1501.2435 Ha

No. 6
Density functional theory data (the ωB97M-V functional and the def2-TZVPD basis) for a molecular structure, C39H59Br18ClN3O6.

```
! wB97M-V def2-TZVPD RIJCOSX def2/J DEFGRID3
* xyz 1 1
C 1.1188 0.1441 -0.8512
C 0.2999 0.9445 -1.6516
O 0.6888 1.4171 -2.9692
C 0.1732 2.7344 -3.0278
O 0.6678 3.5359 -2.2603
C -0.9910 3.1685 -3.9608
C -2.2318 2.3512 -4.2031
C -2.3479 0.9642 -3.5068
C -3.4884 0.0174 -4.0687
O -4.0708 -0.7050 -2.9573
C -2.8719 -1.1141 -5.0344
N -3.8853 -2.1810 -5.2566
C -3.2283 2.9545 -5.0749
N -3.0845 4.2068 -5.6709
C -4.2526 4.6824 -6.5007
C -5.4529 4.7580 -5.4725
C -5.3061 5.8033 -4.4424
C -6.2936 6.0046 -3.3575
C -7.4580 5.0801 -3.3842
C -7.6099 4.0305 -4.4267
C -8.8666 3.0998 -4.3180
C -6.6069 3.8409 -5.5020
C -1.9359 4.9492 -5.4918
O -1.8507 6.1857 -6.1570
N -1.3853 5.9027 -7.4838
O -1.9522 6.5956 -8.2238
C -0.8292 4.4794 -4.6342
C 0.4222 5.3951 -4.5001
C 1.6735 4.8741 -5.3388
O 2.7179 4.7002 -4.8047
Cl 1.5071 4.5913 -7.1314
H 2.0381 0.6090 -0.4145
H 0.8161 -0.9259 -0.7081
H -0.6906 1.2689 -1.2145
H -1.3821 0.3792 -3.5757
H -2.5648 1.1155 -2.4104
H -4.3470 0.5431 -4.5614
H -3.3694 -1.0667 -2.3865
H -2.5966 -0.6240 -6.0136
H -1.9602 -1.5660 -4.5505
H -3.8575 -2.8371 -4.4715
H -4.7876 -1.6975 -5.2694
H -4.1894 2.4124 -5.2671
H -4.0731 5.6829 -6.9621
H -4.4740 3.9055 -7.2786
H -4.4045 6.4770 -4.4108
H -6.1632 6.7776 -2.5592
H -8.2553 5.1655 -2.6039
H -8.9928 2.8500 -3.2249
H -8.6572 2.1118 -4.8301
H -9.7955 3.5344 -4.7661
H -6.6835 3.0429 -6.2804
H 0.7758 5.5550 -3.4475
H 0.2151 6.4295 -4.9126
Br -6.8577 -0.3079 -0.8387
C -7.4836 -1.9432 -1.6949
C -6.8868 -3.1669 -1.0472
Br -5.0355 -3.4295 -1.5947
H -7.2462 -1.8585 -2.7532
H -8.5663 -1.9328 -1.5669
H -7.4091 -4.0660 -1.3743
H -6.8931 -3.1236 0.0398
Br 2.7611 -1.7862 -1.9234
C 3.8011 -3.1106 -0.9388
C 2.9113 -4.1657 -0.3355
Br 1.9981 -3.4949 1.2484
H 4.3872 -2.5679 -0.1999
H 4.4724 -3.5513 -1.6766
H 3.5035 -5.0119 0.0133
H 2.1430 -4.5228 -1.0179
Br -4.6324 4.6201 -1.8421
C -3.0276 4.4589 -0.7369
C -2.9589 3.1143 -0.0558
Br -4.1767 3.0251 1.4589
H -3.0380 5.2939 -0.0397
H -2.1930 4.5796 -1.4305
H -1.9663 2.9490 0.3666
H -3.2118 2.2855 -0.7158
Br 4.1278 2.3213 -1.2259
C 5.7490 2.1925 -0.1553
C 5.8369 0.8578 0.5392
Br 4.6436 0.7769 2.0770
H 5.7445 3.0377 0.5307
H 6.5692 2.3096 -0.8641
H 6.8365 0.7034 0.9458
H 5.5782 0.0213 -0.1071
Br 3.3274 -7.0465 6.3236
C 2.4215 -5.6997 5.2481
C 1.1996 -6.2662 4.5732
Br 1.6834 -7.3627 3.0379
H 3.1561 -5.3057 4.5490
H 2.1411 -4.9172 5.9534
H 0.5823 -5.4645 4.1671
H 0.5945 -6.8880 5.2297
Br 3.6993 4.8562 2.6598
C 2.8394 6.1880 1.5275
C 1.6380 5.6109 0.8218
Br 2.1701 4.4743 -0.6735
H 3.5988 6.5630 0.8453
H 2.5398 6.9875 2.2064
H 1.0380 6.4065 0.3778
H 1.0079 5.0057 1.4707
Br 6.8893 -10.1608 10.3340
C 5.7367 -9.0372 9.2368
C 6.3599 -8.7577 7.8933
Br 7.7662 -7.4168 8.0286
H 5.5317 -8.1363 9.8111
H 4.8141 -9.6066 9.1195
H 5.6250 -8.3283 7.2136
H 6.8038 -9.6380 7.4335
Br 7.9586 -2.6980 5.2812
C 9.7275 -3.4460 5.6131
C 9.8461 -3.9733 7.0200
Br 10.0680 -2.5245 8.3028
H 10.4500 -2.6658 5.3842
H 9.8320 -4.2562 4.8910
H 10.7421 -4.5854 7.1248
H 8.9783 -4.5492 7.3383
Br 0.9614 -4.3823 8.5538
C 1.3569 -4.8890 10.3928
C 2.2656 -6.0909 10.4449
Br 1.2944 -7.7336 10.0552
H 0.4030 -5.0472 10.8907
H 1.8487 -4.0184 10.8274
H 2.6616 -6.2266 11.4515
H 3.0912 -6.0350 9.7377
*
```

Results
Highest occupied orbital energy: -10.065 eV
Maximum force: 4.50 eV Å⁻¹
HOMO-LUMO gap: 5.2431 eV
Molecular weight: 2139.6 u
E_tot: -48928.9932 Ha

No. 7
Density functional theory data (the ωB97M-V functional and the def2-TZVPD basis) for a molecular structure, C42H40BF9N10OPd.

```
! wB97M-V def2-TZVPD RIJCOSX def2/J DEFGRID3
* xyz 2 5
Pd -0.1190 -0.4546 0.1626
C -5.1200 1.4168 0.8885
C -3.7020 1.6280 0.4820
C -3.1476 2.7055 -0.1864
C -1.7910 2.4189 -0.3032
N -1.5367 1.2219 0.2488
N -2.7137 0.7603 0.7406
B -2.7756 -0.5333 1.6040
N -2.6750 -1.7754 0.7197
N -1.5766 -2.0694 -0.0325
C -1.8183 -3.2449 -0.6425
C -3.0922 -3.6846 -0.2758
C -3.6015 -2.7413 0.5858
C -4.9164 -2.7483 1.2888
C -0.9202 -4.0226 -1.5796
C 0.5017 -3.4937 -1.5935
C -1.5146 -3.9507 -2.9936
C -0.8863 -5.4897 -1.1275
N -1.6467 -0.4799 2.6491
N -0.3291 -0.3699 2.3111
C 0.3513 -0.1294 3.4396
C -0.5396 -0.1133 4.5143
C -1.7907 -0.3322 3.9795
C -3.1005 -0.4042 4.6875
C 1.8241 0.1822 3.5405
C 1.9798 1.6837 3.8222
C 2.5595 -0.1590 2.2578
C 2.4419 -0.6228 4.6906
C -0.7510 3.3652 -0.8687
C -1.1644 4.8116 -0.5620
C -0.6169 3.1805 -2.3885
C 0.5765 3.0765 -0.1679
H -5.7140 2.2807 0.6000
H -5.2102 1.2792 1.9651
H -5.5398 0.5366 0.4013
H -3.6723 3.5895 -0.5035
H -3.8187 -0.5530 2.1688
H -3.5792 -4.5912 -0.5895
H -5.4751 -3.6320 0.9898
H -5.5111 -1.8685 1.0453
H -4.7890 -2.7751 2.3708
H 0.5320 -2.4509 -1.8973
H 1.1070 -4.0713 -2.2949
H 0.9558 -3.5805 -0.6053
H -1.5668 -2.9176 -3.3458
H -2.5247 -4.3596 -3.0199
H -0.8974 -4.5246 -3.6878
H -0.5114 -5.5751 -0.1069
H -0.2257 -6.0581 -1.7839
H -1.8712 -5.9521 -1.1692
H -0.3067 0.0381 5.5540
H -2.9343 -0.3170 5.7586
H -3.6064 -1.3496 4.4944
H -3.7662 0.4016 4.3783
H 1.5403 2.2760 3.0128
H 3.0369 1.9440 3.9127
H 1.4801 1.9682 4.7475
H 2.2120 0.4616 1.4212
H 2.4263 -1.2084 2.0005
H 3.6258 0.0270 2.3974
H 1.9755 -0.3803 5.6441
H 3.5059 -0.3953 4.7752
H 2.3305 -1.6944 4.5210
H -2.0851 5.0655 -1.0827
H -0.4087 5.5222 -0.9067
H -1.3237 4.9640 0.5056
H -1.6067 3.2121 -2.8421
H -0.1587 2.2237 -2.6352
H -0.0473 3.9896 -2.8604
H 0.5286 3.2373 0.9075
H 1.5047 4.2869 -1.6848
H 0.9194 2.0586 -0.3755
F 5.9691 -0.0006 1.5559
C 5.4914 0.7424 0.5744
C 5.2803 2.0967 0.7979
F 5.5384 2.6018 1.9924
C 4.6570 2.8790 -0.1668
C 4.3675 2.3054 -1.4042
C 4.5307 0.9545 -1.6045
F 4.1044 0.4118 -2.7358
C 5.0215 0.1408 -0.5873
C 4.6631 -1.2942 -0.6084
C 3.2553 -1.4388 -0.6098
N 2.1162 -1.2889 -0.5182
C 5.5395 -2.3585 -0.4218
N 6.2792 -3.2354 -0.2681
F 3.8039 3.0344 -2.3730
C 3.9943 4.1623 0.2154
C 2.7571 4.1838 -0.1964
N 1.6534 3.9639 -0.7233
C 4.5853 5.1838 1.0209
N 5.0606 6.0027 1.6678
F -0.9677 -1.5594 -7.3588
C -0.8061 -1.1957 -6.1166
C -1.8894 -0.6403 -5.4128
F -3.0492 -0.5057 -6.0253
C -1.7183 -0.2621 -4.1131
F -2.7160 0.2504 -3.4219
C -0.4522 -0.4322 -3.4267
O -0.3302 -0.1172 -2.2315
C 0.6300 -0.9856 -4.2126
F 1.8109 -1.1109 -3.6296
C 0.4559 -1.3600 -5.5103
F 1.4443 -1.8679 -6.2201
*
```

Results
Highest occupied orbital energy (spin up / spin down): -13.576 / -13.564 eV
Maximum force: 0.21 eV Å⁻¹
Energy above the lowest of the compared OMol25 structures with the same formula, charge and spin: 1.011 eV
HOMO-LUMO gap (spin up / spin down): 6.5957 / 5.3681 eV
Molecular weight: 989.1 u
E_tot: -3298.0914 Ha

Question: Among the records above, which one has the highest molecular weight?
Answer: C39H59Br18ClN3O6

Question: Which of these has the lowest E_tot?
Answer: C39H59Br18ClN3O6